# 1
275
Properties=species:S:1:pos:R:3:forces:R:3 method="wB97M-V/def2-TZVPD" lumo_energy_ev=-11.23 homo_lumo_gap_ev=4.93 charge=+8
C 4.353 -6.292 10.840 -0.155 -0.871 -1.615
C 3.088 -5.771 10.027 1.693 0.258 -0.467
C 2.760 -6.656 8.782 -1.209 0.426 1.220
N 1.316 -6.354 8.146 1.421 -0.049 -0.472
C 1.388 -6.870 6.702 -0.824 -0.541 0.574
C -0.001 -6.881 6.088 -0.445 0.238 -0.293
C -1.028 -7.674 6.872 0.039 1.171 0.986
C -0.999 -7.089 8.322 -0.973 -1.686 0.729
C 0.348 -7.208 8.984 -0.349 0.945 -1.619
C 0.886 -4.841 7.987 1.066 -1.560 2.791
H 4.469 -6.041 11.894 -0.465 0.218 -0.266
H 5.262 -6.032 10.297 0.028 0.738 0.157
H 4.454 -7.370 10.715 -0.562 -0.333 0.569
H 3.450 -4.867 9.538 -0.228 0.513 0.359
H 2.288 -5.462 10.700 -0.312 -0.578 -0.250
H 2.693 -7.714 9.033 -0.169 0.039 0.102
H 3.561 -6.606 8.045 -0.322 0.527 -0.251
H 1.735 -7.903 6.744 0.192 -0.026 0.142
H 2.127 -6.293 6.147 -0.125 0.199 0.211
H 0.031 -7.151 5.032 0.202 -0.153 0.048
H -0.526 -5.927 6.144 0.877 0.562 -0.560
H -0.918 -8.759 6.869 -0.042 0.064 -0.005
H -1.968 -7.333 6.438 -0.287 -0.808 0.051
H -1.602 -7.742 8.954 -0.409 -0.077 -0.061
H -1.474 -6.120 8.477 0.160 0.157 -0.481
H 0.639 -8.254 8.889 0.460 0.157 0.158
H 0.345 -6.887 10.026 0.265 0.114 -0.167
H 1.794 -4.392 7.585 -0.756 0.373 -0.601
H 0.765 -4.477 9.007 0.450 0.062 0.215
H -0.137 -4.700 7.636 0.770 -0.251 -1.019
C 0.913 3.703 -2.538 -0.350 2.762 0.675
C 1.357 2.339 -2.629 -1.061 -2.545 -0.437
C 1.260 1.673 -1.267 3.000 -0.276 0.169
N 1.783 0.191 -1.228 -1.287 -0.073 1.833
C 1.878 -0.247 0.316 -1.533 1.443 -1.333
C 1.828 -1.720 0.552 -0.634 -0.890 -0.533
C 0.590 -2.293 -0.133 0.218 -0.447 -2.100
C 0.735 -2.092 -1.706 -0.303 0.902 1.313
C 0.675 -0.592 -2.018 2.299 -0.817 0.150
C 3.215 -0.017 -1.659 -1.273 0.120 -0.576
H 1.692 4.212 -1.971 -0.363 0.840 -0.009
H -0.051 3.807 -2.040 0.022 0.067 0.203
H 0.785 4.149 -3.524 0.282 0.125 0.076
H 2.347 2.374 -3.084 -0.040 -0.799 -0.002
H 0.572 1.891 -3.238 0.614 -0.735 -0.678
H 0.281 1.803 -0.806 0.000 -0.637 -0.123
H 1.995 2.174 -0.636 -0.137 0.221 0.365
H 0.939 0.232 0.594 0.222 -0.177 1.171
H 2.757 0.266 0.707 -0.254 0.050 0.040
H 1.801 -1.982 1.610 0.072 0.501 0.120
H 2.689 -2.248 0.140 0.243 0.099 0.071
H -0.344 -1.819 0.170 0.036 0.018 0.305
H 0.499 -3.370 0.014 0.011 0.098 0.336
H -0.095 -2.553 -2.242 0.093 -0.161 0.042
H 1.678 -2.495 -2.075 -0.056 -0.232 0.036
H -0.320 -0.198 -1.808 0.340 0.348 0.157
H 1.018 -0.389 -3.033 -0.662 -0.041 -0.221
H 3.227 0.172 -2.732 0.688 -0.150 0.127
H 3.480 -1.032 -1.363 -0.055 -0.006 -0.596
H 3.860 0.621 -1.055 -0.173 0.387 -0.434
C 1.954 2.984 6.430 -0.230 -1.143 1.682
C 1.337 2.405 7.777 0.051 0.690 0.151
C 0.043 3.224 8.204 3.084 -0.235 0.912
N -0.337 3.028 9.681 -1.764 -0.648 1.134
C 0.574 3.879 10.632 0.157 0.117 -0.255
C 0.125 3.986 12.100 1.005 0.078 -1.449
C -1.218 4.620 12.165 -1.442 -1.244 -0.467
C -2.230 3.789 11.339 -0.384 -0.177 -0.225
C -1.851 3.541 9.848 1.276 0.177 0.921
C -0.405 1.531 10.107 1.113 0.724 -0.585
H 1.258 2.678 5.649 0.290 0.875 -0.413
H 2.958 2.609 6.228 -0.223 -0.925 0.026
H 2.256 4.021 6.578 -1.122 0.404 -0.352
H 2.132 2.393 8.522 -0.145 0.549 0.342
H 1.039 1.357 7.771 0.042 -0.091 -0.808
H -0.686 2.993 7.427 -0.718 0.210 0.792
H 0.349 4.268 8.272 -0.434 0.132 -0.871
H 0.603 4.894 10.235 -0.289 -0.064 -0.383
H 1.606 3.530 10.605 -0.179 -0.475 -0.383
H 0.797 4.712 12.558 0.535 -0.419 0.072
H 0.283 2.998 12.533 -0.493 0.181 0.585
H -1.217 5.619 11.728 0.297 0.194 0.348
H -1.531 4.633 13.209 -0.292 0.369 -0.154
H -3.174 4.333 11.315 -0.088 0.049 -0.172
H -2.493 2.870 11.863 0.281 -0.222 -0.101
H -1.960 4.490 9.323 0.477 -0.030 -0.194
H -2.432 2.792 9.309 -0.143 0.034 0.332
H -0.751 1.363 11.127 -0.745 0.543 -0.348
H 0.584 1.077 10.154 0.304 0.445 -0.415
H -0.950 1.028 9.308 -0.323 -0.035 0.445
C 3.755 -6.114 -8.221 -0.196 0.693 1.944
C 2.375 -5.939 -7.473 1.020 0.116 -2.902
C 1.137 -6.096 -8.399 -0.640 -1.232 3.577
N 0.659 -7.537 -8.662 -1.812 1.776 -0.895
C -0.562 -7.260 -9.698 0.848 -2.568 0.008
C -1.031 -8.615 -10.256 1.050 -0.062 0.315
C 0.145 -9.475 -10.927 -2.225 2.166 0.824
C 1.250 -9.702 -9.907 0.526 1.203 -1.085
C 1.788 -8.285 -9.301 -2.528 -3.157 0.327
C 0.088 -8.281 -7.403 0.115 0.513 -1.703
H 4.472 -5.760 -7.481 0.328 -0.098 0.059
H 3.913 -5.408 -9.035 -0.379 -0.506 -0.415
H 4.040 -7.152 -8.394 -0.192 0.281 -0.474
H 2.244 -4.875 -7.274 0.472 0.054 0.659
H 2.402 -6.528 -6.556 -0.532 0.046 -0.091
H 1.121 -5.412 -9.247 0.288 -0.733 -0.312
H 0.367 -5.772 -7.699 -0.555 0.410 -0.429
H -0.140 -6.674 -10.515 -0.023 0.270 0.327
H -1.427 -6.820 -9.202 0.605 0.516 0.344
H -1.898 -8.430 -10.891 0.279 -0.020 -0.423
H -1.454 -9.176 -9.423 -0.046 -0.231 -0.015
H 0.531 -8.858 -11.738 -0.026 -0.298 -0.347
H -0.447 -10.309 -11.304 0.994 -0.498 -0.110
H 2.105 -10.080 -10.469 0.160 -0.212 0.252
H 0.942 -10.489 -9.219 0.303 0.451 0.579
H 2.196 -7.621 -10.063 0.471 -0.402 0.239
H 2.349 -8.602 -8.422 0.975 0.564 -0.588
H -0.723 -7.681 -6.990 0.445 0.244 0.216
H 0.879 -8.571 -6.711 -0.045 0.419 -0.078
H -0.401 -9.183 -7.771 0.363 0.040 -0.014
C -12.727 -6.330 2.434 -0.341 -0.491 -0.655
C -11.625 -5.289 2.652 -0.201 -0.979 -0.521
C -10.265 -5.991 2.209 -1.111 2.307 0.664
N -9.030 -5.067 2.412 1.640 -2.493 -0.824
C -7.783 -6.011 2.583 0.368 0.641 -0.837
C -7.432 -6.763 1.296 -0.191 1.390 0.009
C -7.178 -5.736 0.123 0.132 -2.112 -0.058
C -8.342 -4.841 -0.119 -0.136 0.176 -0.005
C -8.754 -4.166 1.159 -2.167 -0.357 1.639
C -9.018 -4.239 3.648 0.093 -0.423 -0.074
H -13.720 -6.096 2.819 0.384 0.284 0.766
H -12.360 -7.268 2.851 -0.477 -0.166 0.093
H -13.017 -6.510 1.399 0.704 -0.041 -0.361
H -11.752 -5.020 3.701 0.884 0.020 0.100
H -11.864 -4.400 2.069 0.373 0.101 -0.127
H -10.322 -6.164 1.134 0.038 -0.172 0.145
H -10.123 -6.935 2.734 0.156 0.224 0.096
H -7.862 -6.647 3.464 -0.653 0.027 -0.118
H -6.938 -5.351 2.782 -0.082 0.308 0.125
H -8.233 -7.464 1.062 0.080 -0.023 -0.314
H -6.521 -7.337 1.463 -0.091 -0.025 0.110
H -7.068 -6.399 -0.735 0.380 0.274 -0.282
H -6.268 -5.146 0.235 0.132 -0.210 0.352
H -9.148 -5.355 -0.642 -0.342 -0.308 0.588
H -8.131 -4.074 -0.865 0.364 0.348 0.253
H -9.774 -3.804 1.028 0.258 0.968 -0.088
H -8.087 -3.451 1.640 0.128 0.292 -0.982
H -8.128 -3.614 3.579 -0.216 0.165 0.166
H -8.838 -4.961 4.445 -0.458 0.370 0.327
H -9.927 -3.653 3.781 0.178 -0.157 -0.074
C 15.245 -1.492 4.312 -0.456 0.233 0.398
C 14.756 -1.460 2.886 -0.044 0.887 -1.265
C 13.841 -2.610 2.627 -2.121 -1.467 -0.129
N 12.708 -2.465 1.537 0.958 -0.384 -1.645
C 11.638 -1.516 1.998 1.044 -0.233 0.916
C 10.565 -1.191 0.998 -0.274 0.581 -0.328
C 11.176 -0.717 -0.351 -0.615 -0.291 0.164
C 12.304 -1.623 -0.792 -1.071 -0.258 -0.563
C 13.356 -1.813 0.249 -0.743 -1.517 -0.118
C 12.104 -3.927 1.273 0.991 1.150 0.180
H 15.742 -2.450 4.465 0.071 0.203 0.515
H 14.372 -1.367 4.953 -0.143 -0.614 0.206
H 15.841 -0.647 4.656 0.532 -0.203 -0.673
H 15.533 -1.589 2.133 0.496 0.270 0.292
H 14.286 -0.517 2.603 -0.111 0.223 0.385
H 13.181 -2.950 3.425 0.466 0.411 0.772
H 14.458 -3.482 2.410 -0.314 -0.148 -0.572
H 12.204 -0.614 2.228 -0.164 0.189 0.028
H 11.310 -1.905 2.963 -0.431 -0.036 -0.106
H 9.925 -0.462 1.496 0.329 0.670 -0.134
H 9.796 -1.951 0.860 0.548 -0.719 -0.288
H 11.570 0.298 -0.405 -0.407 0.252 0.637
H 10.421 -0.826 -1.129 -0.170 0.399 0.066
H 12.705 -1.168 -1.698 0.418 -0.286 0.037
H 11.821 -2.555 -1.084 0.438 -0.358 -0.099
H 13.795 -0.829 0.411 0.198 -0.342 0.902
H 14.077 -2.541 -0.122 0.312 0.211 0.320
H 12.810 -4.461 0.637 0.050 0.090 0.184
H 11.119 -3.976 0.809 0.179 0.813 -0.101
H 12.001 -4.426 2.236 0.324 0.227 0.058
C -9.613 6.467 -0.462 -0.675 -0.341 0.153
C -8.625 7.472 -0.007 2.628 1.075 1.680
C -7.996 7.015 1.362 0.863 0.696 0.231
N -6.606 7.667 1.823 0.559 0.304 -0.360
C -6.241 6.971 3.204 -0.760 -2.203 -2.784
C -4.943 7.386 3.765 0.666 2.482 -1.299
C -3.850 7.385 2.684 2.266 -2.240 0.587
C -4.107 7.936 1.344 -0.347 0.671 -0.248
C -5.442 7.428 0.787 -0.066 2.477 0.873
C -6.728 9.190 1.971 -1.696 -1.221 0.382
H -10.227 6.790 -1.302 0.159 0.086 0.057
H -10.271 6.310 0.393 -0.339 -0.435 -0.228
H -9.107 5.538 -0.727 -0.173 -0.113 0.056
H -8.988 8.494 0.106 -0.366 -0.128 -0.113
H -7.728 7.541 -0.623 -0.227 0.033 -0.696
H -7.792 5.946 1.311 0.103 0.001 0.103
H -8.588 7.221 2.254 -0.430 -0.095 -0.303
H -6.108 5.985 2.759 -0.212 -0.617 0.579
H -7.132 6.924 3.831 0.207 0.529 0.057
H -4.574 6.861 4.646 -0.586 0.128 -0.012
H -5.149 8.445 3.922 0.648 0.210 1.269
H -3.505 6.369 2.489 -0.371 -0.712 0.394
H -2.899 7.812 3.003 -0.258 0.365 0.725
H -3.378 7.734 0.560 0.331 -0.953 0.278
H -3.852 8.991 1.437 -1.536 0.688 -0.400
H -5.323 6.402 0.441 -0.603 0.041 0.253
H -5.574 8.180 0.009 -0.923 -0.761 -0.566
H -7.630 9.360 2.559 -0.037 -0.113 0.256
H -7.011 9.580 0.994 0.856 0.318 0.045
H -5.917 9.626 2.555 0.137 -0.028 -0.845
C 1.494 8.451 -7.798 0.698 0.903 0.841
C 2.635 9.212 -7.078 -0.034 0.801 0.948
C 3.991 8.706 -7.466 1.106 1.102 -0.055
N 5.301 9.360 -6.716 -0.501 -1.319 -2.260
C 5.152 10.894 -6.429 -1.837 -1.440 0.406
C 6.110 11.470 -5.408 0.411 -0.347 -0.593
C 6.381 10.522 -4.246 0.857 2.541 0.582
C 6.618 9.149 -4.625 -0.440 -2.382 0.878
C 5.458 8.582 -5.396 0.196 1.059 -1.879
C 6.511 9.149 -7.652 -0.228 0.560 1.530
H 1.195 7.642 -7.131 -0.127 -0.310 -0.575
H 1.824 8.152 -8.792 -0.266 -0.302 0.090
H 0.676 9.166 -7.889 -0.138 -0.323 -0.137
H 2.551 9.150 -5.993 -0.448 -0.199 0.182
H 2.561 10.282 -7.269 0.006 -0.025 -0.327
H 4.070 8.962 -8.522 0.679 -0.334 -0.009
H 4.035 7.632 -7.288 0.493 0.062 -0.133
H 4.161 10.878 -5.976 -0.137 0.438 -0.057
H 5.066 11.390 -7.396 0.313 0.007 0.087
H 5.732 12.403 -4.991 -0.230 0.033 -0.403
H 7.041 11.719 -5.917 0.176 0.033 0.141
H 5.632 10.576 -3.456 -0.161 0.207 -0.117
H 7.323 10.906 -3.855 -0.176 0.073 0.639
H 6.613 8.546 -3.717 0.232 -0.089 0.273
H 7.619 8.975 -5.021 -0.263 -0.095 -0.650
H 4.448 8.794 -5.044 0.323 -0.366 1.218
H 5.617 7.517 -5.564 -0.310 0.097 -0.518
H 6.372 9.497 -8.675 -0.449 0.104 0.279
H 6.832 8.107 -7.648 -0.173 0.078 0.089
H 7.231 9.782 -7.134 0.569 -0.319 -0.609
C -3.118 -0.891 -9.909 -1.802 -0.236 -3.499
C -3.481 -0.307 -8.624 1.239 0.691 1.559
C -4.712 0.577 -8.556 -0.666 1.050 0.155
N -4.824 1.346 -7.242 0.562 1.786 1.521
C -6.243 2.034 -7.114 -0.957 -0.437 -0.113
C -6.605 2.774 -5.775 2.254 -0.735 -0.028
C -6.355 1.751 -4.638 -1.961 1.247 -0.315
C -5.021 1.116 -4.681 0.953 -1.354 -0.529
C -4.755 0.407 -6.044 -0.029 0.883 -0.049
C -3.701 2.427 -7.230 0.376 -0.793 0.491
H -3.929 -1.563 -10.187 0.453 -0.734 -0.278
H -2.126 -1.285 -10.128 -0.129 -0.310 0.926
H -3.225 -0.145 -10.697 0.098 0.383 -0.099
H -2.574 0.270 -8.443 -0.178 0.347 1.083
H -3.569 -1.135 -7.921 0.042 0.255 0.381
H -5.655 0.051 -8.701 0.065 -0.269 0.163
H -4.765 1.443 -9.216 0.462 -0.530 -0.837
H -6.885 1.153 -7.121 -0.178 0.032 -0.374
H -6.436 2.599 -8.026 0.290 0.088 0.075
H -7.553 3.284 -5.607 -0.557 -0.780 -1.107
H -5.955 3.644 -5.688 0.555 -0.068 0.244
H -7.089 0.946 -4.693 -0.231 -0.104 -0.475
H -6.703 2.246 -3.731 0.898 -0.052 0.468
H -5.020 0.265 -4.000 0.177 0.090 0.347
H -4.189 1.759 -4.394 0.017 0.112 -0.129
H -5.537 -0.307 -6.302 -0.065 -0.175 0.439
H -3.805 -0.128 -6.053 -0.006 0.295 -0.006
H -3.635 2.989 -8.162 -0.743 0.022 0.113
H -2.709 1.984 -7.136 -0.244 -0.721 -0.142
H -3.704 3.066 -6.347 -0.911 0.072 -0.220
O -4.423 -0.193 2.390 -0.860 -0.523 -1.813
C -4.024 0.022 3.651 0.121 2.356 3.262
O -3.103 -0.618 4.105 2.126 -2.025 -0.017
O -4.622 0.949 4.279 -0.647 -0.094 -0.973
H -5.207 0.358 2.438 -0.489 0.310 -0.645

---

# 2
20
Properties=species:S:1:pos:R:3:forces:R:3 method="wB97M-V/def2-TZVPD" smiles=NCCNCN.O lumo_energy_ev=0.73 homo_lumo_gap_ev=9.53 charge=0
C -1.196 1.073 1.076 0.107 -0.245 -0.220
N -0.045 0.318 0.622 -0.039 0.352 -1.126
C 0.966 -0.037 1.547 1.508 -0.907 0.878
N 2.354 -0.166 0.968 -0.779 0.829 -0.395
C -2.164 1.331 -0.086 -0.996 0.174 0.500
N -2.132 0.255 -1.081 0.326 0.731 -0.991
H -1.749 0.538 1.856 0.063 0.092 0.242
H -0.828 2.027 1.448 -0.159 0.048 0.309
H -0.356 -0.480 0.092 -0.086 -0.199 0.055
H 1.018 0.690 2.361 -0.211 -0.021 -0.009
H 0.827 -1.037 1.988 -0.497 0.259 0.150
H 2.891 0.642 1.270 0.063 -0.094 0.031
H 2.240 0.006 -0.032 0.092 -0.194 0.106
H -2.105 2.361 -0.457 0.669 -0.172 -0.406
H -3.185 1.323 0.310 0.081 -0.144 0.223
H -1.281 0.368 -1.635 0.194 -0.196 0.332
H -2.817 0.491 -1.797 -0.340 -0.305 0.308
H 2.240 -3.656 -3.461 -0.012 0.520 0.240
H 2.606 -2.562 -2.349 -0.176 -0.661 -0.584
O 2.715 -3.485 -2.639 0.194 0.132 0.356